<1>
C36H99ClN9O13 | ωB97M-V with the def2-TZVPD basis set

Output
Gap between HOMO and LUMO (eV): 8.39
2S+1: 1
Highest occupied orbital energy (eV): -6.17
Total charge: -1
M (g mol⁻¹): 901.7

Atoms and positions in Å:
Cl1 -0.31 0.44 0.55
O1 0.94 0.70 1.27
O2 -1.23 -0.31 1.35
O3 -1.03 1.64 0.19
O4 0.03 -0.30 -0.63
C1 3.47 2.09 -2.78
C2 3.97 0.85 -3.54
C3 3.63 0.83 -5.05
O5 2.30 1.25 -5.40
C4 1.96 1.47 -6.77
N1 5.41 1.07 -3.35
H1 2.39 2.18 -2.83
H2 3.93 2.98 -3.22
H3 3.78 1.91 -1.75
H4 3.61 -0.09 -3.12
H5 3.92 -0.14 -5.45
H6 4.32 1.53 -5.52
H7 1.90 0.50 -7.27
H8 2.70 2.05 -7.33
H9 0.98 1.90 -6.97
H10 6.03 0.65 -4.03
H11 5.62 2.04 -3.55
C5 2.71 6.92 1.81
C6 1.24 6.97 2.44
C7 0.14 6.70 1.41
O6 -1.06 6.93 2.11
C8 -2.21 6.82 1.26
N2 1.23 5.99 3.50
H12 2.97 7.76 1.16
H13 2.89 5.98 1.29
H14 3.34 7.08 2.68
H15 1.04 7.90 2.98
H16 0.19 5.64 1.16
H17 0.23 7.27 0.48
H18 -3.17 7.12 1.68
H19 -2.24 5.77 0.97
H20 -2.07 7.34 0.31
H21 0.31 5.59 3.60
H22 1.83 5.25 3.18
C9 -1.62 -2.12 -5.94
C10 -0.97 -3.37 -5.37
C11 0.54 -3.33 -5.09
O7 0.91 -4.52 -4.32
C12 2.28 -4.86 -4.36
N3 -1.79 -3.65 -4.12
H23 -2.66 -2.39 -6.13
H24 -1.07 -2.00 -6.88
H25 -1.45 -1.22 -5.36
H26 -1.12 -4.19 -6.07
H27 0.93 -2.45 -4.57
H28 1.03 -3.43 -6.06
H29 2.53 -5.73 -3.75
H30 2.99 -4.10 -4.07
H31 2.48 -5.06 -5.41
H32 -1.75 -2.75 -3.66
H33 -2.76 -3.58 -4.38
C13 -5.51 -0.44 4.64
C14 -4.44 -0.05 5.69
C15 -4.86 1.24 6.41
O8 -3.75 1.53 7.30
C16 -3.78 2.87 7.72
N4 -4.25 -1.12 6.71
H34 -5.77 0.32 3.90
H35 -6.44 -0.66 5.17
H36 -5.27 -1.31 4.04
H37 -3.48 0.14 5.20
H38 -5.75 1.14 7.03
H39 -4.96 1.97 5.60
H40 -3.69 3.51 6.84
H41 -2.95 3.15 8.37
H42 -4.69 3.17 8.23
H43 -5.22 -1.31 6.92
H44 -4.11 -1.91 6.09
C17 1.54 -4.96 1.53
C18 1.09 -5.52 0.18
C19 1.03 -7.05 0.14
O9 0.60 -7.56 -1.13
C20 0.77 -9.00 -1.05
N5 -0.24 -5.02 -0.23
H45 2.40 -5.47 1.96
H46 0.77 -5.12 2.29
H47 1.81 -3.91 1.47
H48 1.79 -5.18 -0.58
H49 0.34 -7.37 0.92
H50 2.02 -7.39 0.45
H51 1.84 -9.23 -0.97
H52 0.47 -9.50 -1.97
H53 0.24 -9.37 -0.17
H54 -0.07 -4.03 -0.28
H55 -0.83 -5.18 0.57
C21 0.07 5.70 -3.82
C22 -1.14 5.14 -4.50
C23 -1.27 5.69 -5.97
O10 -1.96 6.95 -5.86
C24 -2.58 7.35 -7.09
N6 -0.96 3.69 -4.46
H56 1.03 5.41 -4.26
H57 0.20 5.48 -2.76
H58 0.07 6.79 -3.85
H59 -2.05 5.39 -3.96
H60 -1.92 5.02 -6.52
H61 -0.29 5.75 -6.43
H62 -3.42 6.70 -7.34
H63 -1.86 7.42 -7.90
H64 -3.06 8.30 -6.86
H65 -0.82 3.30 -3.54
H66 -0.11 3.44 -4.96
C25 6.38 0.02 2.02
C26 6.21 -1.48 1.79
C27 5.84 -2.31 3.09
O11 6.73 -1.98 4.14
C28 8.08 -2.47 4.02
N7 5.24 -1.62 0.71
H67 5.46 0.42 2.45
H68 6.56 0.46 1.04
H69 7.21 0.23 2.69
H70 7.16 -1.86 1.41
H71 5.75 -3.37 2.88
H72 4.93 -1.97 3.58
H73 8.77 -2.08 4.76
H74 8.58 -2.15 3.11
H75 8.12 -3.56 4.00
H76 4.32 -1.35 1.04
H77 5.47 -0.98 -0.04
C29 1.61 -3.55 6.86
C30 0.81 -2.34 7.33
C31 0.60 -1.32 6.20
O12 -0.15 -0.20 6.69
C32 0.21 1.04 6.09
N8 -0.51 -2.64 7.85
H78 1.84 -4.27 7.64
H79 2.58 -3.17 6.55
H80 1.14 -3.98 5.97
H81 1.41 -1.85 8.09
H82 0.06 -1.77 5.37
H83 1.56 -0.95 5.84
H84 1.30 1.08 6.13
H85 -0.26 1.80 6.72
H86 -0.15 1.16 5.07
H87 -0.33 -3.24 8.64
H88 -0.79 -3.36 7.19
C33 -5.99 -0.06 -1.09
C34 -5.50 -1.20 -1.87
C35 -6.49 -1.67 -2.97
O13 -6.16 -2.94 -3.49
C36 -6.85 -3.35 -4.69
N9 -4.32 -0.77 -2.52
H89 -6.85 -0.33 -0.46
H90 -6.31 0.81 -1.67
H91 -5.26 0.21 -0.33
H92 -5.21 -2.09 -1.32
H93 -6.67 -1.04 -3.84
H94 -7.49 -1.74 -2.54
H95 -6.74 -2.65 -5.51
H96 -7.94 -3.39 -4.61
H97 -6.43 -4.29 -5.07
H98 -3.70 -0.23 -1.92
H99 -4.61 -0.06 -3.18

Atom charges from the Löwdin analysis, given in e for atoms 1 to 8: 0.5922 -0.4044 -0.3922 -0.4090 -0.3974 -0.0592 -0.3936 -0.1918

---

<2>
C36H99ClN9O13 | ωB97M-V with the def2-TZVPD basis set

Output
Gap between HOMO and LUMO (eV): 5.66
2S+1: 1
Highest occupied orbital energy (eV): -3.41
Total charge: -1
M (g mol⁻¹): 901.7

Atoms and positions in Å:
Cl1 -0.06 -0.02 -0.17
O1 -0.50 1.08 0.64
O2 -0.94 -0.19 -1.25
O3 1.22 0.32 -0.65
O4 -0.03 -1.21 0.59
C1 -1.86 2.78 -1.17
C2 -0.89 2.49 -2.28
C3 0.56 2.59 -1.97
O5 1.23 2.34 -3.16
C4 2.50 2.85 -3.20
N1 -1.16 1.10 -2.83
H1 -2.87 2.87 -1.58
H2 -1.63 3.67 -0.59
H3 -1.80 2.01 -0.39
H4 -1.22 3.20 -3.04
H5 0.84 1.86 -1.21
H6 0.81 3.59 -1.61
H7 2.52 3.94 -3.21
H8 2.91 2.37 -4.08
H9 3.03 2.72 -2.26
H10 -2.12 0.94 -3.12
H11 -1.25 0.54 -2.00
C5 1.11 -3.35 -2.21
C6 0.89 -3.60 -0.69
C7 2.01 -2.91 0.19
O6 3.25 -3.48 0.00
C8 4.17 -3.15 1.03
N2 -0.49 -3.33 -0.23
H12 2.07 -3.71 -2.58
H13 1.12 -2.28 -2.41
H14 0.33 -3.89 -2.75
H15 1.03 -4.67 -0.52
H16 1.77 -2.94 1.25
H17 2.11 -1.88 -0.16
H18 3.82 -3.69 1.91
H19 4.09 -2.08 1.22
H20 5.20 -3.39 0.74
H21 -0.51 -3.57 0.75
H22 -0.54 -2.34 -0.04
C9 -1.13 6.68 1.48
C10 -0.07 5.54 1.66
C11 -0.21 4.36 0.60
O7 -1.51 3.82 0.83
C12 -1.52 2.70 1.70
N3 1.23 6.20 1.53
H23 -1.23 7.16 0.52
H24 -1.13 7.39 2.31
H25 -2.04 6.09 1.57
H26 -0.25 5.10 2.64
H27 0.61 3.67 0.81
H28 -0.09 4.79 -0.40
H29 -2.55 2.34 1.83
H30 -1.11 2.98 2.66
H31 -0.98 1.86 1.26
H32 1.41 6.89 2.25
H33 2.05 5.61 1.58
C13 1.17 0.95 2.47
C14 0.00 0.47 3.32
C15 -0.54 1.62 4.21
O8 -1.53 1.28 5.11
C16 -1.19 0.33 6.10
N4 -0.98 -0.02 2.46
H34 1.48 0.16 1.78
H35 1.94 1.36 3.11
H36 0.90 1.78 1.82
H37 0.29 -0.35 3.97
H38 -0.98 2.39 3.57
H39 0.29 2.16 4.68
H40 -2.05 0.20 6.76
H41 -0.38 0.69 6.74
H42 -0.78 -0.59 5.67
H43 -0.58 -0.72 1.85
H44 -1.34 0.67 1.81
C17 -5.22 -1.34 -0.84
C18 -4.35 -2.08 -1.87
C19 -2.83 -2.00 -1.58
O9 -2.29 -2.70 -2.65
C20 -0.88 -2.59 -2.69
N5 -4.87 -3.43 -2.12
H45 -4.97 -0.28 -0.75
H46 -5.08 -1.73 0.17
H47 -6.28 -1.34 -1.08
H48 -4.46 -1.65 -2.86
H49 -2.56 -2.53 -0.67
H50 -2.55 -0.95 -1.45
H51 -0.43 -1.60 -2.77
H52 -0.50 -3.16 -3.53
H53 -0.35 -3.12 -1.89
H54 -5.86 -3.51 -2.32
H55 -4.99 -3.68 -1.16
C21 3.26 -0.48 0.74
C22 3.70 0.97 0.72
C23 4.73 1.23 -0.41
O10 4.16 0.95 -1.75
C24 5.03 1.16 -2.84
N6 2.52 1.78 0.53
H56 3.01 -0.88 -0.24
H57 2.40 -0.66 1.39
H58 4.08 -1.12 1.05
H59 4.07 1.17 1.72
H60 5.60 0.60 -0.27
H61 5.01 2.28 -0.39
H62 4.56 0.80 -3.75
H63 5.96 0.61 -2.70
H64 5.14 2.24 -2.91
H65 1.79 1.46 1.14
H66 2.21 1.45 -0.37
C25 -3.27 1.37 -0.76
C26 -3.21 0.88 0.68
C27 -4.36 1.30 1.60
O11 -3.97 0.92 2.90
C28 -5.06 0.92 3.81
N7 -2.92 -0.57 0.62
H67 -4.19 1.05 -1.25
H68 -2.41 1.02 -1.33
H69 -3.18 2.46 -0.76
H70 -2.29 1.20 1.18
H71 -5.27 0.83 1.23
H72 -4.45 2.39 1.58
H73 -4.67 0.40 4.69
H74 -5.89 0.31 3.45
H75 -5.35 1.94 4.07
H76 -2.09 -0.80 0.09
H77 -2.58 -0.64 1.57
C29 2.84 -1.11 -2.40
C30 1.97 0.01 -2.90
C31 2.13 0.18 -4.39
O12 1.29 1.30 -4.83
C32 1.79 1.89 -6.04
N8 0.55 -0.22 -2.63
H78 2.73 -2.06 -2.94
H79 2.60 -1.28 -1.35
H80 3.89 -0.82 -2.35
H81 2.16 0.97 -2.42
H82 1.79 -0.63 -5.04
H83 3.17 0.32 -4.66
H84 1.22 2.66 -6.56
H85 2.13 1.07 -6.68
H86 2.71 2.43 -5.79
H87 0.46 -0.33 -1.63
H88 0.45 -1.18 -2.94
C33 1.30 -6.26 1.41
C34 -0.07 -5.72 1.83
C35 -0.07 -4.41 2.64
O13 0.31 -3.33 1.82
C36 0.56 -2.09 2.64
N9 -0.95 -5.53 0.68
H89 1.17 -7.01 0.63
H90 1.78 -6.77 2.24
H91 1.95 -5.42 1.19
H92 -0.44 -6.52 2.46
H93 0.61 -4.59 3.47
H94 -1.09 -4.29 3.01
H95 0.57 -2.23 3.72
H96 -0.23 -1.35 2.52
H97 1.48 -1.63 2.31
H98 -1.75 -4.98 0.93
H99 -0.48 -5.07 -0.09

Atom charges from the Löwdin analysis, given in e for atoms 1 to 8: 0.9701 -0.3505 -0.2931 -0.3388 -0.2861 -0.1655 -0.2466 -0.1791

---

Stability, highest: <1>

---

<1>
C8H10N2 | ωB97M-V with the def2-TZVPD basis set

Output
Gap between HOMO and LUMO (eV): 9.33
2S+1: 1
Highest occupied orbital energy (eV): -8.83
SMILES: C/C=C/c1ccc(C)nn1
M (g mol⁻¹): 134.2

Atoms and positions in Å:
N1 -1.52 0.94 0.05
N2 -1.34 1.89 0.94
C1 -0.76 -1.05 -1.27
C2 0.33 -1.68 -1.88
C3 -0.64 -0.01 -0.20
C4 -0.26 1.77 1.72
C5 0.32 -0.26 0.89
C6 0.47 0.61 1.93
C7 0.19 -2.65 -3.12
C8 0.12 2.92 2.59
H1 -1.76 -1.47 -1.44
H2 1.28 -1.16 -1.75
H3 0.97 -1.07 0.92
H4 1.26 0.52 2.64
H5 0.71 -2.29 -3.96
H6 -0.89 -2.82 -3.36
H7 0.69 -3.59 -3.01
H8 -0.04 2.52 3.57
H9 -0.38 3.84 2.16
H10 1.24 3.06 2.58

Atom charges from the Löwdin analysis, given in e for atoms 1 to 8: 0.0344 0.0704 -0.0578 -0.0998 -0.2549 -0.3676 0.0064 -0.0353

---

<2>
C8H10N2 | ωB97M-V with the def2-TZVPD basis set

Output
Gap between HOMO and LUMO (eV): 6.98
2S+1: 1
Highest occupied orbital energy (eV): -7.76
M (g mol⁻¹): 134.2

Atoms and positions in Å:
C1 2.39 -1.04 0.00
C2 1.64 0.11 0.10
C3 0.44 -1.60 -0.95
C4 -2.34 -0.63 -0.28
C5 0.37 -0.15 -0.53
C6 -1.77 0.39 -1.23
C7 1.97 1.50 0.60
C8 -2.80 -0.03 0.95
N1 -0.58 0.70 -0.56
N2 1.61 -2.06 -0.60
H1 3.37 -1.25 0.38
H2 -1.66 -0.22 -2.23
H3 -2.33 1.43 -1.26
H4 2.13 1.51 1.65
H5 1.17 2.06 0.24
H6 2.95 1.82 0.22
H7 -3.48 0.85 0.95
H8 -2.00 0.45 1.52
H9 -3.12 -0.78 1.68
H10 2.04 -3.06 -0.65

Atom charges from the Löwdin analysis, given in e for atoms 1 to 8: -0.0277 -0.2158 -0.0078 0.0141 -0.2886 -0.3340 -0.0293 -0.1732

---

Stability, highest: <1>

---

<1>
C12H24O24S6 | ωB97M-V with the def2-TZVPD basis set

Output
Gap between HOMO and LUMO (eV): 10.76
2S+1: 1
Highest occupied orbital energy (eV): -11.24
SMILES: O=S1(=O)OCCO1.O=S1(=O)OCCO1.O=S1(=O)OCCO1.O=S1(=O)OCCO1.O=S1(=O)OCCO1.O=S1(=O)OCCO1
M (g mol⁻¹): 744.7

Atoms and positions in Å:
C1 -2.59 0.00 -5.79
C2 -3.74 0.68 -5.01
O1 -3.53 2.02 -5.12
S1 -2.66 2.51 -6.39
O2 -1.79 3.64 -5.96
O3 -3.48 2.63 -7.59
O4 -1.82 0.95 -6.38
H1 -2.95 -0.74 -6.51
H2 -2.02 -0.70 -5.18
H3 -3.75 0.53 -3.93
H4 -4.67 0.39 -5.50
C3 6.38 -3.06 1.79
C4 6.80 -3.78 0.44
O5 6.67 -5.21 0.74
S2 6.01 -5.43 2.30
O6 7.15 -5.61 3.21
O7 4.91 -6.34 2.38
O8 5.46 -3.91 2.43
H5 5.96 -2.08 1.59
H6 7.23 -2.88 2.45
H7 7.79 -3.42 0.19
H8 6.16 -3.48 -0.39
C5 -1.23 -4.22 2.88
C6 -1.00 -4.49 1.38
O9 -0.82 -5.92 1.22
S3 -1.22 -6.67 2.64
O10 -0.04 -6.83 3.49
O11 -2.08 -7.80 2.38
O12 -2.01 -5.34 3.13
H9 -1.99 -3.46 3.10
H10 -0.33 -4.04 3.46
H11 -0.02 -4.07 1.16
H12 -1.66 -3.97 0.68
C7 3.06 2.15 -3.73
C8 2.90 0.88 -4.56
O13 2.45 -0.14 -3.77
S4 1.98 0.41 -2.20
O14 3.00 0.05 -1.22
O15 0.54 0.20 -1.81
O16 2.23 1.91 -2.54
H13 2.82 3.10 -4.21
H14 4.12 2.19 -3.46
H15 3.86 0.66 -5.02
H16 2.25 1.17 -5.38
C9 -5.42 3.93 0.45
C10 -4.00 4.31 -0.15
O17 -3.79 5.61 0.41
S5 -4.97 6.16 1.42
O18 -5.15 7.59 1.04
O19 -4.77 5.78 2.83
O20 -6.10 5.17 0.68
H17 -5.35 3.46 1.43
H18 -5.89 3.41 -0.39
H19 -4.02 4.43 -1.23
H20 -3.32 3.61 0.34
C11 0.38 2.56 3.73
C12 0.95 1.83 4.92
O21 -0.09 1.81 5.94
S6 -1.61 2.15 5.33
O22 -2.19 3.04 6.35
O23 -2.37 1.01 4.80
O24 -0.93 3.02 4.10
H21 0.27 1.80 2.95
H22 0.89 3.49 3.46
H23 1.59 2.35 5.62
H24 1.59 1.01 4.58

Atom charges from the Löwdin analysis, given in e for atoms 1 to 8: -0.2473 -0.1972 -0.2062 0.8050 -0.2577 -0.2348 -0.1835 0.1238

---

<2>
C12H24O24S6 | ωB97M-V with the def2-TZVPD basis set

Output
Gap between HOMO and LUMO (eV): 10.72
2S+1: 1
Highest occupied orbital energy (eV): -10.83
M (g mol⁻¹): 744.7

Atoms and positions in Å:
C1 -2.70 -3.43 2.80
C2 -1.39 -4.00 3.40
O1 -1.65 -5.41 3.56
S1 -3.07 -5.83 2.95
O2 -4.02 -5.81 4.01
O3 -2.96 -6.96 2.11
O4 -3.21 -4.52 2.04
H1 -2.49 -2.56 2.18
H2 -3.39 -3.14 3.60
H3 -1.25 -3.64 4.42
H4 -0.55 -3.86 2.74
C3 -1.71 3.42 -2.54
C4 -1.37 4.71 -1.76
O5 -2.61 5.38 -1.56
S2 -3.79 4.33 -1.43
O6 -5.00 4.84 -1.96
O7 -3.80 3.78 -0.11
O8 -3.13 3.27 -2.46
H5 -1.22 2.57 -2.06
H6 -1.45 3.45 -3.59
H7 -0.66 5.36 -2.25
H8 -0.96 4.44 -0.79
C5 -1.79 3.27 1.99
C6 -1.47 2.52 3.28
O9 -0.64 3.45 3.99
S3 0.42 4.05 2.92
O10 1.47 3.09 2.79
O11 0.77 5.40 3.16
O12 -0.60 4.01 1.67
H9 -2.60 3.98 2.17
H10 -2.05 2.66 1.14
H11 -0.99 1.56 3.08
H12 -2.37 2.37 3.87
C7 3.69 -5.88 -0.37
C8 3.81 -4.50 0.28
O13 2.74 -3.75 -0.34
S4 1.47 -4.73 -0.36
O14 0.54 -4.48 -1.40
O15 0.95 -4.80 0.98
O16 2.32 -6.02 -0.73
H13 4.05 -6.72 0.22
H14 4.24 -5.83 -1.31
H15 4.74 -3.99 0.08
H16 3.62 -4.51 1.35
C9 0.69 0.59 0.32
C10 0.54 -0.87 0.76
O17 -0.57 -1.34 0.02
S5 -1.71 -0.23 0.16
O18 -2.24 -0.23 1.49
O19 -2.61 -0.32 -0.92
O20 -0.66 0.97 -0.07
H17 1.23 0.74 -0.62
H18 1.12 1.23 1.08
H19 0.33 -0.87 1.83
H20 1.41 -1.49 0.58
C11 3.27 2.99 -4.99
C12 3.02 1.48 -5.09
O21 2.50 1.06 -3.84
S6 2.66 2.20 -2.71
O22 3.46 1.71 -1.65
O23 1.34 2.65 -2.41
O24 3.48 3.23 -3.59
H21 2.38 3.52 -5.32
H22 4.16 3.27 -5.54
H23 3.93 0.92 -5.34
H24 2.32 1.26 -5.90

Atom charges from the Löwdin analysis, given in e for atoms 1 to 8: -0.1596 -0.1364 -0.1975 0.6088 -0.2265 -0.2119 -0.1772 0.1033

---

Stability, highest: <2>